# 1
Formula: C19H14N5O8
Source: the Open Molecules 2025 dataset
Level of theory: ωB97M-V/def2-TZVPD

The geometry in ORCA input format:
```
! wB97M-V def2-TZVPD RIJCOSX def2/J DEFGRID3
* xyz -1 1
O 0.96 0.29 -4.61
C -0.80 -0.63 -0.67
N -0.29 3.49 -5.08
O 0.22 -3.21 -0.54
O 1.83 -2.69 0.95
C 1.97 3.49 -1.67
C 0.44 -0.95 0.04
N -6.65 -2.09 2.76
C 1.37 4.70 -2.17
C 0.78 -2.18 3.11
O -0.14 2.14 -5.43
H 1.59 5.64 -1.66
C -5.66 -1.85 2.19
O 3.84 2.75 -0.48
C 1.73 2.27 -2.32
C 0.79 -2.35 0.10
H 4.08 -2.07 2.09
C -2.62 -0.05 0.99
N 3.05 3.68 -0.74
H 0.93 -1.58 4.02
H -0.78 -1.24 -1.58
C -3.86 -2.52 0.65
H -0.20 -1.94 2.67
H -2.23 -2.98 -0.68
H 2.13 1.33 -1.96
H -2.13 0.92 1.11
C 0.97 -0.02 0.99
H 3.26 -3.32 3.07
C 0.39 3.63 -3.90
O 0.57 1.13 1.12
C 0.95 2.38 -3.46
C -3.80 -0.33 1.67
H 3.42 -1.66 3.70
N 0.64 4.78 -3.28
C 3.27 -2.26 2.80
N 0.65 1.46 -4.45
H -4.36 -3.48 0.50
H -0.79 0.44 -0.89
C -2.68 -2.23 -0.02
H -4.25 0.42 2.32
C 1.93 -1.89 2.15
O 1.99 -0.49 1.81
O 3.15 4.82 -0.22
C -2.06 -0.99 0.12
H 0.81 -3.24 3.39
C -4.43 -1.56 1.50
*
```

HOMO energy in Eh: -0.1601
HOMO-LUMO gap in eV: 4.179
Relative energy (zero: lowest compared OMol25 entry of this formula, charge and spin) in kJ/mol: 2.41


# 2
Formula: C19H15AuFN2O
Source: the Open Molecules 2025 dataset
Level of theory: ωB97M-V/def2-TZVPD

The geometry in ORCA input format:
```
! wB97M-V def2-TZVPD RIJCOSX def2/J DEFGRID3
* xyz 1 3
C -5.13 -0.41 -1.59
N 1.76 -0.33 -0.92
H 4.65 -0.21 -2.61
C -2.40 -0.28 -1.24
H 5.56 -0.55 -0.32
C 4.06 -0.76 1.95
H -0.92 3.60 -2.85
C 2.25 -0.50 0.33
H 3.51 -0.96 3.99
C -3.05 0.65 -2.04
H -4.94 1.30 -2.85
C 1.30 -0.57 1.42
C -3.15 -1.27 -0.60
O 0.22 2.22 -2.04
H 0.08 4.20 -1.53
N -0.02 -0.47 1.13
C 0.80 -0.77 3.75
Au -0.40 -0.26 -1.08
H -1.94 -0.42 1.81
C 2.61 -0.22 -1.93
H -1.40 3.18 -1.20
C -0.53 3.35 -1.84
C 3.17 -0.83 2.97
H -1.29 -0.69 4.21
C -4.52 -1.35 -0.78
H -2.66 -2.02 0.02
C -4.42 0.59 -2.22
C -0.53 -0.66 3.45
H 2.18 -0.07 -2.91
C 4.00 -0.30 -1.75
H 5.12 -0.83 2.14
C -0.91 -0.51 2.10
C 4.50 -0.49 -0.49
C 1.76 -0.73 2.73
F -6.46 -0.47 -1.76
H 1.12 -0.90 4.78
H -5.12 -2.12 -0.31
H -2.49 1.43 -2.54
C 3.61 -0.59 0.60
*
```

<S²>: 2.008
HOMO energy (alpha / beta) in Eh: -0.4223 / -0.4244
HOMO-LUMO gap (alpha / beta) in eV: 7.685 / 6.666
Relative energy (zero: lowest compared OMol25 entry of this formula, charge and spin) in kJ/mol: 0.00


# 3
Formula: C19H15BF2NO4SbSe4SiTc
Source: the Open Molecules 2025 dataset
Level of theory: ωB97M-V/def2-TZVPD

The geometry in ORCA input format:
```
! wB97M-V def2-TZVPD RIJCOSX def2/J DEFGRID3
* xyz 1 1
O -1.43 -1.50 1.31
C 3.62 -3.41 -0.85
H 3.97 -1.52 -4.20
Se 2.11 2.49 0.51
C -3.53 -2.32 1.89
C -2.77 -4.39 -1.17
H -4.02 -4.22 -2.90
C -0.65 -3.21 -1.26
H -1.34 -4.38 0.42
H 1.11 -3.31 0.93
C 4.83 -3.41 -1.52
C -0.98 -2.77 -2.55
H -0.29 -2.16 -3.11
H 1.83 -1.50 -3.01
H 5.90 -2.73 -3.25
H 3.54 -3.94 0.09
Se 4.57 1.36 3.47
O -7.29 -1.51 -0.80
H -2.43 -2.78 -4.13
Tc -0.13 -0.58 0.14
H -3.19 0.23 -1.92
C 3.87 -2.05 -3.26
C -2.60 -0.19 -1.11
C 2.66 -2.05 -2.59
H -5.14 -0.67 -1.24
C 4.95 -2.73 -2.73
C 2.51 -2.73 -1.37
Si 0.94 -2.72 -0.42
Sb 4.53 2.17 1.30
B -0.02 0.67 1.83
C -3.28 -0.95 -0.13
C -5.41 -1.87 0.47
O -1.35 0.08 -1.19
C -1.57 -4.02 -0.58
C -2.69 -1.56 1.03
H -3.07 -2.76 2.76
C -4.67 -1.12 -0.38
N -6.84 -2.06 0.18
H -3.46 -5.03 -0.64
C -2.19 -3.12 -3.13
C -4.85 -2.47 1.62
Se 2.01 0.22 -0.11
C -3.09 -3.93 -2.44
H -5.50 -3.05 2.27
Se 5.93 2.61 -0.49
F 0.68 0.39 2.91
H 5.68 -3.94 -1.11
O -7.45 -2.80 0.92
F -0.92 1.64 1.83
*
```

HOMO energy (alpha / beta) in Eh: -0.4190 / -0.4190
HOMO-LUMO gap (alpha / beta) in eV: 6.043 / 6.061
Relative energy (zero: lowest compared OMol25 entry of this formula, charge and spin) in kJ/mol: 155.83


# 4
Formula: C19H15BrEuF6N6O10S4
Source: the Open Molecules 2025 dataset
Level of theory: ωB97M-V/def2-TZVPD

The geometry in ORCA input format:
```
! wB97M-V def2-TZVPD RIJCOSX def2/J DEFGRID3
* xyz -2 8
H 1.04 -0.87 -2.09
N -2.10 1.73 -0.34
H 1.65 -1.71 -4.35
C -1.13 4.43 0.20
C 0.16 4.65 0.67
C -1.85 -1.63 2.02
C -1.29 1.02 -3.64
N -2.46 -1.74 0.75
F 3.03 -3.95 1.28
C 1.54 1.53 -1.03
H 0.28 8.74 -1.06
O -0.81 -0.85 2.06
C -1.57 2.28 -4.02
S -2.10 3.21 -2.65
F -0.78 0.76 4.00
S 1.60 -0.21 3.23
N 1.59 -1.67 2.64
H -2.99 -2.60 0.67
H 2.84 -0.23 -5.93
F 0.66 0.59 5.57
C 1.81 1.08 -2.45
H -1.49 2.72 -4.99
N -1.72 -1.32 -0.38
O -1.16 2.36 1.78
O 0.15 -3.13 1.07
Br 2.64 3.74 -2.93
O -2.36 -2.23 2.94
C 2.52 0.15 -4.96
H 3.28 2.13 -5.32
H 0.66 3.86 1.22
F -0.35 -1.17 4.91
S -2.00 2.94 0.73
H -2.80 5.22 -0.84
O 1.31 0.85 2.29
O 2.75 -0.04 4.05
C -1.80 5.42 -0.50
C 0.17 -0.03 4.48
C 0.76 5.88 0.46
S 1.05 -2.03 1.22
H 1.64 8.20 -0.20
H -0.93 0.24 -4.29
C 0.08 6.89 -0.23
O 0.98 -1.02 0.18
O 0.51 2.23 -0.81
H -2.35 -0.98 -1.12
O -3.31 3.36 1.13
C 1.87 -0.69 -4.07
H 1.75 6.07 0.83
C 2.67 -2.84 0.63
C -1.85 1.78 -1.64
N 0.64 8.15 -0.34
F 3.70 -1.99 0.69
O 2.33 1.17 -0.15
Eu -0.16 0.70 0.69
C 2.78 1.47 -4.63
F 2.54 -3.19 -0.67
C -1.19 6.64 -0.72
H -1.14 -2.08 -0.74
N -1.44 0.74 -2.31
C 2.40 1.92 -3.38
H -1.71 7.40 -1.28
C 1.53 -0.23 -2.81
*
```

<S²>: 15.759
HOMO energy (alpha / beta) in Eh: 0.0297 / -0.0997
HOMO-LUMO gap (alpha / beta) in eV: 3.119 / 6.641


# 5
Formula: C19H15CaN4O5S
Source: the Open Molecules 2025 dataset
Level of theory: ωB97M-V/def2-TZVPD

The geometry in ORCA input format:
```
! wB97M-V def2-TZVPD RIJCOSX def2/J DEFGRID3
* xyz -1 1
C -0.61 -1.36 -3.37
Ca -0.12 0.31 -0.24
C -1.15 -1.62 4.88
C -0.95 -2.92 2.86
H -1.34 -3.76 4.80
C -0.36 -2.72 -1.53
C -0.53 -2.43 -4.24
C -0.72 -0.50 2.77
C -0.23 3.01 1.42
O 2.03 0.76 -0.57
N -0.63 2.77 0.17
C -0.62 3.77 -0.71
C -0.93 -0.46 4.15
C -0.33 -3.70 -3.70
C -1.17 -2.85 4.24
H 0.54 4.38 2.85
H -1.31 -1.55 5.95
C -0.32 -2.91 0.02
H -0.72 -0.34 -3.73
H 2.37 -0.86 -2.66
O -0.08 2.23 3.65
H -0.08 -4.80 -1.85
O 0.41 1.29 -2.26
C 2.60 0.15 -3.00
S 1.86 1.31 -1.93
H -0.93 -3.87 2.36
H 3.68 0.32 -2.97
C -0.72 -1.77 2.11
O -0.09 -4.06 0.39
C -0.24 -3.84 -2.33
H -0.26 -4.56 -4.36
N -0.55 0.67 1.97
H -0.90 0.50 4.63
N -0.52 -1.50 -2.05
C -0.21 5.05 -0.39
N -0.56 -1.78 0.68
H 0.58 6.28 1.18
C 0.23 5.29 0.90
H -0.92 3.52 -1.72
H -0.62 -2.27 -5.31
C 0.22 4.26 1.82
H -0.21 5.82 -1.15
H 2.21 0.30 -4.00
O 2.51 2.57 -2.16
C -0.28 1.87 2.48
*
```

HOMO energy in Eh: -0.1514
HOMO-LUMO gap in eV: 6.665


# 6
Formula: C19H15Cl2N7O
Source: the Open Molecules 2025 dataset
Level of theory: ωB97M-V/def2-TZVPD

The geometry in ORCA input format:
```
! wB97M-V def2-TZVPD RIJCOSX def2/J DEFGRID3
* xyz 0 1
H -3.21 4.02 5.26
N -0.21 1.07 0.34
N 3.44 0.51 0.20
C -0.62 0.43 -0.94
C 0.02 -2.02 -0.37
H -2.11 2.91 3.41
N 3.96 -0.41 -0.65
H 0.24 -1.09 -2.25
H 0.79 -2.82 -0.44
H -3.70 2.33 5.40
H -0.59 1.17 -1.73
C -2.83 2.57 2.66
C 2.94 -2.12 -3.60
O -4.75 3.32 3.98
C 4.34 -3.00 -1.83
H -6.08 2.54 1.91
C 0.38 -0.79 -1.22
N 1.26 1.88 1.79
C 2.16 0.50 0.01
H 4.59 -4.78 -4.74
C -4.04 3.33 5.22
C -0.88 1.76 1.34
C 3.40 -2.05 -2.24
H -4.67 3.64 6.05
C -4.55 1.81 0.70
C -4.18 2.78 2.87
H -5.22 1.54 -0.14
C 1.11 1.18 0.75
H -0.95 -2.42 -0.76
C 3.41 -3.12 -4.45
N 1.79 -0.44 -0.96
Cl 1.77 -1.00 -4.24
H 5.58 -4.71 -2.32
H 4.69 -2.93 -0.77
C -5.03 2.42 1.82
C 4.31 -4.07 -3.99
H -1.64 0.11 -0.91
Cl 2.89 -3.10 -6.12
C 3.01 -0.98 -1.33
C 4.82 -4.02 -2.68
H -0.08 -1.79 0.69
N 0.01 2.25 2.16
C -2.35 1.97 1.50
N -3.23 1.60 0.57
*
```

HOMO energy in Eh: -0.3202
HOMO-LUMO gap in eV: 8.816
Relative energy (zero: lowest compared OMol25 entry of this formula, charge and spin) in kJ/mol: 81.62


# 7
Formula: C19H15Cl3IrN4O2S3
Source: the Open Molecules 2025 dataset
Level of theory: ωB97M-V/def2-TZVPD

The geometry in ORCA input format:
```
! wB97M-V def2-TZVPD RIJCOSX def2/J DEFGRID3
* xyz 2 2
C 1.32 -4.56 1.39
H -5.07 0.81 2.58
N -2.77 2.21 0.53
C -0.13 -6.95 -2.10
H -4.92 0.49 -1.44
C 0.34 -6.29 -0.98
Cl 1.11 6.47 0.49
N -0.39 1.67 0.64
H -0.22 -8.02 -2.07
H -3.00 2.30 2.63
H -3.52 -0.17 -0.54
S 1.91 -0.51 0.96
C 1.58 -2.18 0.93
H -0.83 -6.77 -4.12
C -1.51 1.92 0.60
H -0.59 -4.31 -4.17
C 5.04 5.85 0.69
C 2.64 5.73 0.59
H -3.61 0.03 1.91
O -5.07 0.64 0.57
H 0.24 -3.11 -2.20
N 1.11 -2.82 -0.11
C 3.80 6.48 0.60
H -2.84 1.96 -1.57
Cl 3.94 2.02 0.82
S 1.27 -6.03 2.09
C -3.62 2.17 1.75
C 0.48 -4.89 -1.01
H 0.60 -6.86 -0.11
C -0.33 -4.86 -3.27
H -4.25 2.78 -0.85
C -4.34 0.83 1.77
C 3.97 3.74 0.74
H 3.74 7.56 0.55
H -4.34 2.98 1.68
Cl 6.46 6.77 0.71
C 2.70 4.32 0.66
Ir 1.58 1.70 0.77
H 6.10 3.97 0.82
C -3.53 1.97 -0.73
C 5.14 4.46 0.76
C -0.47 -6.24 -3.25
S 1.87 -3.19 2.29
O 1.60 3.59 0.65
C 0.13 -4.18 -2.17
C -4.26 0.64 -0.59
N 0.96 -4.13 0.10
*
```

<S²>: 0.866
HOMO energy (alpha / beta) in Eh: -0.5108 / -0.5139
HOMO-LUMO gap (alpha / beta) in eV: 5.090 / 4.793
Relative energy (zero: lowest compared OMol25 entry of this formula, charge and spin) in kJ/mol: 27.40


# 8
Formula: C19H15ClO
Source: the Open Molecules 2025 dataset
Level of theory: ωB97M-V/def2-TZVPD

The geometry in ORCA input format:
```
! wB97M-V def2-TZVPD RIJCOSX def2/J DEFGRID3
* xyz 0 1
H -0.30 2.15 -2.43
O -0.37 3.45 -0.07
C -3.75 3.64 -1.50
H 0.87 2.05 1.69
C 1.33 -2.76 1.40
C -1.77 3.47 -0.14
C -2.54 3.10 0.97
C 1.07 -0.46 -0.68
C 2.73 -3.85 -0.22
C 1.89 -2.78 0.12
C 0.53 0.28 -1.75
H 3.16 -3.95 -1.21
C -4.52 3.25 -0.41
C 1.60 -1.83 -1.01
C 0.16 2.19 -0.34
H -5.61 3.17 -0.50
C 1.16 0.21 0.57
C 0.73 1.51 0.74
C -3.93 2.98 0.83
H -4.53 2.70 1.70
H 0.56 -0.17 -2.74
C 0.08 1.58 -1.59
H -4.22 3.87 -2.46
C -2.36 3.76 -1.36
Cl 1.17 -2.97 -2.33
H -2.03 2.88 1.93
H 3.76 -5.60 0.45
H 3.06 -5.35 2.81
H 0.58 -2.00 1.68
C 3.09 -4.79 0.73
H 1.58 -3.46 3.42
C 1.81 -3.63 2.38
H 2.40 -1.75 -1.88
H -1.73 4.04 -2.22
C 2.67 -4.68 2.05
H 1.70 -0.28 1.39
*
```

HOMO energy in Eh: -0.3150
HOMO-LUMO gap in eV: 9.065


Question: What is the formula in the third record?
Answer: C19H15BF2NO4SbSe4SiTc


Repeat the seventh record exactly.
Formula: C19H15Cl3IrN4O2S3
Source: the Open Molecules 2025 dataset
Level of theory: ωB97M-V/def2-TZVPD

The geometry in ORCA input format:
```
! wB97M-V def2-TZVPD RIJCOSX def2/J DEFGRID3
* xyz 2 2
C 1.32 -4.56 1.39
H -5.07 0.81 2.58
N -2.77 2.21 0.53
C -0.13 -6.95 -2.10
H -4.92 0.49 -1.44
C 0.34 -6.29 -0.98
Cl 1.11 6.47 0.49
N -0.39 1.67 0.64
H -0.22 -8.02 -2.07
H -3.00 2.30 2.63
H -3.52 -0.17 -0.54
S 1.91 -0.51 0.96
C 1.58 -2.18 0.93
H -0.83 -6.77 -4.12
C -1.51 1.92 0.60
H -0.59 -4.31 -4.17
C 5.04 5.85 0.69
C 2.64 5.73 0.59
H -3.61 0.03 1.91
O -5.07 0.64 0.57
H 0.24 -3.11 -2.20
N 1.11 -2.82 -0.11
C 3.80 6.48 0.60
H -2.84 1.96 -1.57
Cl 3.94 2.02 0.82
S 1.27 -6.03 2.09
C -3.62 2.17 1.75
C 0.48 -4.89 -1.01
H 0.60 -6.86 -0.11
C -0.33 -4.86 -3.27
H -4.25 2.78 -0.85
C -4.34 0.83 1.77
C 3.97 3.74 0.74
H 3.74 7.56 0.55
H -4.34 2.98 1.68
Cl 6.46 6.77 0.71
C 2.70 4.32 0.66
Ir 1.58 1.70 0.77
H 6.10 3.97 0.82
C -3.53 1.97 -0.73
C 5.14 4.46 0.76
C -0.47 -6.24 -3.25
S 1.87 -3.19 2.29
O 1.60 3.59 0.65
C 0.13 -4.18 -2.17
C -4.26 0.64 -0.59
N 0.96 -4.13 0.10
*
```

<S²>: 0.866
HOMO energy (alpha / beta) in Eh: -0.5108 / -0.5139
HOMO-LUMO gap (alpha / beta) in eV: 5.090 / 4.793
Relative energy (zero: lowest compared OMol25 entry of this formula, charge and spin) in kJ/mol: 27.40